Record 1
CH4FN2O | ωB97M-V/def2-TZVPD

Output
Multiplicity: 3
Calculated total energy in eV: -8831.7966
Energy above the lowest of the compared OMol25 structures with the same formula, charge and spin in kcal/mol: 39.2
LUMO energy (alpha / beta) in eV: -6.336 / -8.932
Charge: +1
F_max in eV/A: 3.5
Orbital gap (alpha / beta) in hartree: 0.409 / 0.325

CARTESIAN COORDINATES (ANGSTROEM)
C1 -0.98183 0.14105 -0.48333
N1 -0.09853 0.24105 0.59749
N2 1.09777 -0.10071 0.64952
O1 2.02463 -0.02198 1.37980
F1 1.95302 -1.25302 -1.31505
H1 -0.29385 -0.22971 -1.24500
H2 -1.74597 -0.55208 -0.30139
H3 -1.53948 1.15944 -0.73638
H4 -0.41575 0.61597 1.45434

Force components x, y, z for each atom (eV/Å):
C -0.263 1.800 -3.047
N 1.089 0.742 3.095
N 1.633 -0.320 -1.209
O -1.803 0.061 -0.250
F 0.176 -0.219 -0.334
H -0.866 0.261 -0.823
H -0.958 -1.208 0.480
H 1.746 -1.930 0.563
H -0.754 0.813 1.525



Record 2
C7H14O | ωB97M-V/def2-TZVPD

Output
Calculated total energy in eV: -9530.3460
Energy above the lowest of the compared OMol25 structures with the same formula, charge and spin in kcal/mol: 78.9
LUMO energy in eV: 0.803
F_max in eV/A: 6.2
Orbital gap in hartree: 0.370
SMILES string: C=C/C=C/CCC.O

CARTESIAN COORDINATES (ANGSTROEM)
C1 -1.78589 1.57982 1.55433
C2 -1.22442 1.99457 0.44805
C3 -0.09744 1.20975 -0.22081
C4 0.84329 0.64799 0.53241
C5 2.10755 0.01047 -0.05821
C6 1.74746 -1.23011 -0.95476
C7 0.54146 -2.04122 -0.29141
H1 -1.51097 0.57620 1.96677
H2 -2.56897 1.87116 2.24816
H3 -1.41931 2.80276 -0.21980
H4 -0.07786 1.22308 -1.28350
H5 0.92603 0.90743 1.55526
H6 2.80708 0.68158 -0.59862
H7 2.75786 -0.35645 0.78360
H8 1.58449 -0.77301 -1.87360
H9 2.51213 -1.95552 -0.94975
H10 0.38586 -2.07036 0.85558
H11 0.43482 -2.94349 -0.89688
H12 -0.36993 -1.34406 -0.62180
O1 -2.76149 -0.51798 -0.62343
H13 -2.40664 -0.41873 -1.43751
H14 -2.42510 0.14615 0.08592

Force components x, y, z for each atom (eV/Å):
C -0.647 -2.173 2.225
C 1.896 -1.012 -2.003
C -1.035 0.555 2.398
C 1.977 0.934 -2.018
C 0.705 -1.542 0.981
C -0.746 0.127 4.325
C -2.333 3.348 -1.683
H 0.501 0.713 -0.662
H -0.130 1.280 -0.821
H -0.916 1.087 0.437
H 0.046 -0.207 -0.800
H -0.448 -0.138 1.047
H -0.834 0.059 0.131
H -0.740 0.283 -0.502
H -0.878 -0.202 -2.069
H 1.533 -0.286 -0.529
H 1.017 -0.346 -1.983
H -0.143 -0.344 0.853
H 1.450 -1.967 0.882
O -1.733 0.337 5.948
H 2.068 1.011 -3.648
H -0.609 -1.518 -2.509



Record 3
C22H19ClIrN2O2S2Te | ωB97M-V/def2-TZVPD

Output
Multiplicity: 2
Calculated total energy in eV: -74506.7299
Energy above the lowest of the compared OMol25 structures with the same formula, charge and spin in kcal/mol: 44.9
LUMO energy (alpha / beta) in eV: -8.386 / -8.392
Charge: +2
F_max in eV/A: 0.5
Orbital gap (alpha / beta) in hartree: 0.184 / 0.186

CARTESIAN COORDINATES (ANGSTROEM)
Ir1 -0.67581 -0.20257 0.34119
Cl1 5.88090 -2.55839 2.35088
C1 4.48243 -1.89239 1.60025
C2 4.58566 -1.28477 0.35108
C3 3.46341 -0.76233 -0.25128
C4 2.20021 -0.82861 0.34379
O1 1.16001 -0.32849 -0.35217
C5 2.10881 -1.40321 1.62773
C6 0.91397 -1.48897 2.42026
N1 -0.24537 -1.05487 2.07760
C7 -1.37042 -1.15120 2.95993
C8 -1.36326 -1.60207 4.25054
C9 -2.56462 -1.66626 4.98747
C10 -3.75322 -1.29133 4.43353
C11 -3.79048 -0.81662 3.10395
C12 -4.97716 -0.44062 2.43644
C13 -4.92775 -0.02668 1.13293
C14 -3.68719 0.05356 0.49046
N2 -2.55607 -0.26155 1.09496
C15 -2.58806 -0.73255 2.38465
C16 3.26634 -1.93722 2.22852
H1 5.55141 -1.21642 -0.13156
H2 3.57131 -0.25106 -1.20098
H3 1.03151 -1.95074 3.39400
H4 -0.45186 -1.91592 4.73905
H5 -2.52795 -2.02908 6.00537
H6 -4.67428 -1.35252 4.99822
H7 -5.92097 -0.49424 2.96502
H8 -5.82201 0.24208 0.59014
H9 -3.59670 0.37543 -0.53827
H10 3.19247 -2.38701 3.21062
Te1 1.45955 -0.64029 -3.01361
C17 2.61875 0.27232 -4.33672
C18 3.77370 -0.24947 -4.96668
C19 4.35204 0.63053 -5.86042
C20 3.67526 1.84683 -5.90114
S1 2.34995 1.90584 -4.88183
H11 4.13440 -1.24878 -4.76300
H12 5.22547 0.42262 -6.46020
H13 3.93516 2.69796 -6.51529
C21 -1.67841 3.18077 -0.43863
S2 -0.87540 2.20361 -1.70100
C22 -1.89789 2.63092 -3.09446
O2 -1.27770 0.73584 -1.44530
H14 -1.40469 4.22376 -0.60132
H15 -1.27908 2.84689 0.51810
H16 -2.75910 3.05444 -0.47793
H17 -1.86312 3.71258 -3.22400
H18 -2.91576 2.29287 -2.90697
H19 -1.48841 2.13739 -3.97394

Force components x, y, z for each atom (eV/Å):
Ir -0.210 0.009 -0.078
Cl 0.014 -0.006 0.011
C 0.091 -0.015 0.007
C -0.003 0.028 -0.033
C 0.010 0.020 0.057
C 0.235 0.060 0.014
O 0.338 -0.049 -0.249
C -0.036 -0.057 0.010
C 0.216 -0.035 -0.019
N -0.190 0.081 0.021
C -0.012 0.004 -0.074
C -0.034 -0.013 0.079
C 0.078 -0.028 0.048
C -0.072 0.010 0.047
C 0.042 -0.001 -0.079
C -0.035 0.026 -0.002
C -0.006 0.005 -0.008
C -0.025 0.050 -0.050
N 0.194 -0.079 -0.001
C -0.062 -0.035 0.059
C -0.075 0.028 0.014
H -0.015 -0.005 -0.003
H -0.020 0.027 -0.025
H -0.009 -0.024 0.010
H 0.008 -0.006 -0.009
H -0.014 0.012 -0.008
H 0.010 -0.010 0.003
H 0.000 -0.013 -0.015
H -0.001 0.002 0.010
H -0.001 0.021 0.001
H -0.005 -0.005 -0.015
Te -0.539 0.004 -0.014
C 0.322 0.024 0.145
C 0.051 -0.047 0.108
C 0.003 -0.005 -0.017
C 0.060 -0.019 -0.043
S -0.164 -0.012 0.032
H 0.004 0.030 0.005
H -0.021 -0.013 -0.002
H -0.010 0.001 0.013
C -0.006 0.003 -0.003
S 0.131 -0.045 0.026
C 0.033 0.003 -0.033
O -0.257 0.089 0.051
H -0.014 -0.010 -0.010
H 0.001 0.026 0.000
H -0.005 -0.031 -0.009
H 0.014 -0.011 -0.017
H 0.003 0.009 0.023
H -0.017 0.000 0.024



Record 4
CH3NO2S | ωB97M-V/def2-TZVPD

Output
Calculated total energy in eV: -17501.3499
Energy above the lowest of the compared OMol25 structures with the same formula, charge and spin in kcal/mol: 95.0
LUMO energy in eV: -0.110
F_max in eV/A: 4.6
Orbital gap in hartree: 0.356

CARTESIAN COORDINATES (ANGSTROEM)
C1 -0.48626 -0.24651 -0.09077
N1 0.29826 0.18389 0.99232
O1 1.13834 1.02414 -1.60351
O2 -0.06922 -1.19014 -0.97475
S1 -0.15251 0.41105 -1.66311
H1 -2.08785 -0.13909 0.71656
H2 1.29770 0.20263 0.81135
H3 0.06154 -0.24598 1.81190

Force components x, y, z for each atom (eV/Å):
C -3.057 0.948 3.247
N 0.629 0.982 -2.536
O 1.354 0.815 -0.214
O -0.384 -0.157 -0.208
S -1.166 -0.718 -0.402
H 3.393 -0.583 -2.247
H -0.175 -0.119 -0.064
H -0.595 -1.168 2.423